Arrangement A

16
Properties=species:S:1:pos:R:3 method="wB97M-V/def2-TZVPD" smiles="C=CN.NCO"
O 0.08574 0.38316 2.06135
N -0.25002 -1.35826 -0.45003
N -0.25962 2.17692 0.56256
C -0.52170 1.70126 2.00700
C 0.71276 -1.90952 -2.75975
C 0.38596 -1.02203 -1.75812
H 0.26001 -2.08344 0.16892
H 0.20868 -2.88186 -2.87850
H -0.28028 -0.09385 1.27696
H -1.12703 -1.78338 -0.64143
H -0.87696 1.71839 -0.05740
H -0.01476 2.32635 2.67939
H -1.63663 1.65660 2.17577
H 1.56884 -1.94017 -3.50063
H 0.72555 -0.05484 -1.83552
H 0.59193 1.72211 0.39928

***

Arrangement B

16
Properties=species:S:1:pos:R:3 method="wB97M-V/def2-TZVPD" smiles="C=CN.NCO"
O 1.78028 2.15467 -0.53797
N 1.90165 0.32761 1.25824
N -1.14233 -2.17874 -0.69363
C -2.86405 -0.44274 -0.28889
C 2.39521 1.66748 0.74000
C -1.80291 -1.01249 -0.94790
H 3.52996 1.59562 0.61439
H -1.41784 -0.36578 -1.80618
H -2.97803 -0.75990 0.81542
H -0.78701 -2.63082 -1.47847
H -3.58333 0.31181 -0.70476
H 2.03716 2.34035 1.52673
H 1.18042 0.45097 1.98283
H 1.91561 1.32869 -1.07119
H 1.36675 -0.09911 0.49597
H -1.53154 -2.68761 0.09539

***

Arrangement C

16
Properties=species:S:1:pos:R:3 method="wB97M-V/def2-TZVPD" smiles=NCCNCO
O 0.03224 -0.18642 2.32178
N -1.10497 -0.65320 0.23813
N 1.35419 1.62978 -0.97960
C -0.77195 -1.12876 1.54654
C 0.17463 0.82586 -1.29251
C 0.14020 -0.59446 -0.58009
H 1.47680 1.95090 -0.03324
H 1.57421 2.36346 -1.63179
H 0.15292 0.63350 -2.35369
H 1.08002 -0.76860 -0.07520
H 0.15990 -1.33171 -1.38378
H -1.78429 -1.36465 1.96772
H -0.71024 1.37967 -0.91973
H -0.16612 -2.02656 1.71821
H 0.26086 0.44137 1.62371
H -1.86840 -1.17018 -0.16647

***

Bottom line: arrangement C, by a margin of 75.8 kJ/mol.

***

Arrangement A

16
Properties=species:S:1:pos:R:3 method="wB97M-V/def2-TZVPD" smiles="NC=O.CNC"
O -1.71417 -0.17958 0.19910
N -2.16699 1.72625 -1.03106
N 1.17388 -1.01147 1.05666
C -2.40508 0.38563 -0.58127
C 1.89750 0.21210 1.35248
C 1.25414 -1.34615 -0.35380
H -2.02493 1.68787 -2.04371
H 0.19611 -0.87991 1.28858
H -3.30227 -0.06056 -1.04964
H -3.05384 2.22397 -0.95192
H 0.91773 -0.53686 -1.01896
H 1.77199 0.46958 2.40354
H 2.96080 0.05888 1.16088
H 0.64409 -2.22143 -0.57725
H 1.56472 1.06975 0.74765
H 2.28632 -1.59806 -0.60129

***

Arrangement B

16
Properties=species:S:1:pos:R:3 method="wB97M-V/def2-TZVPD" smiles=CO[C@@H](C)NN
O 0.77000 -0.68246 0.09074
N 0.11862 1.36244 -1.80639
N -0.78820 0.34551 -1.30987
C 0.86629 -1.86999 0.84615
C -0.59006 1.28633 1.00496
C -0.59041 0.08084 0.08775
H 0.38181 1.79184 0.99916
H -0.77234 0.98209 2.04026
H -1.33302 -0.65541 0.40696
H 0.29572 -1.85671 1.78241
H 1.08328 1.07451 -1.61477
H 1.91661 -2.04658 1.10581
H -1.34928 2.01751 0.71354
H 0.53333 -2.71481 0.22995
H 0.03297 1.44638 -2.81955
H -0.57534 -0.56148 -1.75712

***

Arrangement C

16
Properties=species:S:1:pos:R:3 method="wB97M-V/def2-TZVPD" smiles="NC=O.CNC"
O -1.23291 -2.49182 -1.37188
N -0.28280 0.70043 0.66391
N 1.01164 -2.60075 -0.99027
C -1.46326 1.58979 0.71651
C 1.02075 1.42261 0.53352
C -0.14852 -1.99139 -1.47757
H 1.38240 1.68884 1.52828
H -1.78521 2.06331 1.65794
H 0.82612 -3.41102 -0.41747
H 1.64982 0.62553 0.12562
H -1.17440 2.37107 0.02062
H -2.32510 0.92980 0.54523
H 0.96432 2.19423 -0.22785
H 1.74442 -2.01370 -0.61620
H 0.06147 -1.14038 -2.13692
H -0.24872 0.06348 1.44652

***

Bottom line: arrangement C, by a margin of 13.8 kJ/mol.

***

Arrangement A

Molecular formula: C11H20N2O3
Method: DFT, the ωB97M-V functional and the def2-TZVPD basis

```
36
C11H20N2O3 | the Open Molecules 2025 dataset | the ωB97M-V functional and the def2-TZVPD basis
O -3.23510 2.02895 1.30373
O -2.13597 2.45451 3.23751
O -1.78050 -1.74721 0.92997
N 2.23114 1.44626 -1.79801
N 1.34860 -0.49818 -1.49140
C -2.93433 -2.53944 1.08150
C 1.15747 -1.87687 -1.03496
C -2.43418 1.77038 2.23121
C -3.44703 -2.64367 2.51084
C 1.00928 1.45206 -2.43213
C 0.45738 0.23133 -2.24012
C 3.14921 2.59289 -1.74935
C 2.40841 0.25725 -1.23125
C -1.67322 0.42456 2.11218
C -2.01133 -0.33063 0.83734
C 4.55119 2.20882 -1.32161
H 5.19414 3.08393 -1.36811
H -0.48073 -0.19758 -2.54362
H 0.19192 -2.22532 -1.38460
H 3.25716 -0.04920 -0.64773
H -3.01773 -0.09449 0.50081
H 1.15948 -1.88005 0.05222
H 0.66430 2.33216 -2.94386
H -2.65073 -3.54276 0.76251
H -3.52301 -1.67500 2.99163
H 3.16467 3.03125 -2.74569
H 4.96878 1.44147 -1.97494
H -1.81967 -0.21252 2.97805
H -0.61222 0.67808 2.08737
H -3.74755 -2.19954 0.43681
H -1.32920 0.01676 0.05470
H -4.46157 -3.04257 2.47483
H -2.86171 -3.33945 3.10326
H 4.57125 1.83719 -0.29665
H 1.94519 -2.52153 -1.41722
H 2.72619 3.32816 -1.06527
```

natural (NBO) population analysis, charges in e, atoms 1 to 5:
1. O -0.7874
2. O -0.7687
3. O -0.5775
4. N -0.2757
5. N -0.2766

***

Arrangement B

36
Properties=species:S:1:pos:R:3 method="wB97M-V/def2-TZVPD" smiles="CC(C)C[C@H](N)C(=O)N1CCC[C@H]1C(=O)O"
O 2.97378 -2.81598 -0.25444
O 0.70758 -1.48036 -1.07508
O 4.18297 -1.74820 1.35007
N 1.67993 0.15322 0.09076
N -0.82947 1.25505 -1.13808
C 3.87879 0.95029 -0.08847
C -1.81048 -0.91864 -0.02975
C -3.17770 -0.47016 0.06047
C -0.68534 0.14521 -0.03418
C -4.29585 -1.59391 -0.05543
C 3.54041 -1.62694 0.26965
C -3.28239 0.42900 1.34297
C 1.59277 1.59070 0.43761
C 2.88466 2.04837 -0.11372
C 3.08809 -0.30127 -0.31292
C 0.61259 -0.47793 -0.30415
H 4.50906 0.94568 -0.98805
H -3.40856 0.17025 -0.75459
H -1.21268 0.91169 -2.10370
H 0.63210 2.07006 -0.04623
H -3.88930 -2.18180 -0.95738
H -3.04771 1.55415 1.09173
H -5.26217 -1.08127 -0.33586
H 2.30362 -2.56410 -0.99707
H -2.39588 0.17390 2.26436
H 3.05508 -0.57304 -1.45656
H 3.14521 2.88078 0.62395
H 2.55264 2.33637 -1.05915
H -4.23751 -2.28941 0.78435
H -1.68952 -1.72443 0.72387
H -4.44251 0.31926 1.77246
H -0.54850 0.72182 0.90033
H 1.56797 1.76384 1.56917
H -1.43793 2.11166 -0.91000
H -1.74440 -1.52199 -1.01369
H 4.49067 0.83813 0.74676

***

Bottom line: arrangement A, by a margin of 16.0 kJ/mol.

***

Arrangement A

14
Properties=species:S:1:pos:R:3 method="wB97M-V/def2-TZVPD" smiles=CSC.C
S -3.08556 -1.71512 -0.61331
C 4.13545 1.98987 2.25189
C -1.44813 -1.03763 -0.12238
C -3.17980 -1.22062 -2.36762
H -0.94644 -1.82988 0.43225
H -3.34407 -2.10577 -2.95686
H -1.57093 -0.17178 0.51518
H 3.96933 3.05689 2.07778
H 4.59162 1.57174 1.36236
H -3.95554 -0.46969 -2.50133
H -0.89494 -0.87041 -1.04011
H -2.25640 -0.73380 -2.68252
H 3.18704 1.53789 2.52638
H 4.79837 1.99829 3.11827

***

Arrangement B

14
Properties=species:S:1:pos:R:3 method="wB97M-V/def2-TZVPD" smiles=CCC.S
S 4.90932 -0.69811 -0.45414
C -2.54163 -0.47505 0.22061
C -1.56427 0.63011 -0.20862
C -0.07302 0.27734 0.09670
H 0.09976 -0.78661 -0.08935
H 4.31290 0.43618 -0.10527
H -1.79096 1.63381 0.13073
H 0.03160 0.36838 1.17531
H -2.43769 -0.78924 1.26415
H -2.31511 -1.37777 -0.34563
H 6.04335 -0.39197 0.18908
H -1.58714 0.45836 -1.28926
H -3.56059 -0.11996 0.07331
H 0.47348 0.83452 -0.65764

***

Arrangement C

14
Properties=species:S:1:pos:R:3 method="wB97M-V/def2-TZVPD" smiles=CSC.C
S 0.90002 3.12772 -1.50946
C 1.50817 3.32550 0.16128
C -0.82762 2.81796 -1.20563
C -0.60157 -5.57925 0.78026
H -0.94880 2.66586 -0.13505
H -1.45927 3.68493 -1.41297
H 2.30440 2.62324 0.40709
H -0.89975 -4.93672 1.61759
H -1.21379 1.96672 -1.76312
H 0.80473 3.26466 1.00445
H -1.48822 -5.67339 0.16152
H -0.23617 -6.56357 1.05646
H 0.21221 -5.00978 0.34772
H 1.94567 4.28611 0.48986

***

Bottom line: arrangement A, by a margin of 19.4 kJ/mol.

***

Arrangement A

20
Properties=species:S:1:pos:R:3 method="wB97M-V/def2-TZVPD" smiles="CCC(=O)O.C=CC"
O -0.55915 2.13937 -0.76001
O 1.08831 1.66875 0.65626
C 1.80222 -1.35561 0.51324
C 0.87383 -0.41090 -1.59910
C -1.09377 0.75964 1.10262
C -2.05093 -0.08671 0.26851
C 0.88325 -1.34037 -0.66146
C -0.05828 1.52777 0.31913
H -1.66898 1.51729 1.64377
H 0.20430 -2.18393 -0.72864
H -1.54055 -0.94829 -0.14614
H -0.56890 0.14846 1.83719
H -2.86984 -0.43436 0.89418
H 2.60855 -2.07125 0.34298
H 1.57431 0.40822 -1.57996
H 2.23591 -0.37370 0.67709
H 0.13798 2.64521 -1.20890
H -2.46086 0.50070 -0.54817
H 1.26993 -1.66747 1.40934
H 0.19268 -0.44281 -2.43193

***

Arrangement B

20
Properties=species:S:1:pos:R:3 method="wB97M-V/def2-TZVPD" smiles="CCC[C@H](C)C(=O)O"
O 2.85684 0.19886 1.15622
O 2.72189 -0.27710 -1.01356
C -2.36723 -0.55241 0.22605
C -0.11695 -0.38010 -0.95406
C 0.43169 1.68074 0.44870
C 2.17405 -0.00030 0.01892
C -1.26687 -1.29135 -0.52688
C 0.68519 0.18460 0.22683
H 0.74632 2.24797 -0.42496
H 0.43247 -0.34974 1.14773
H 0.56356 -0.94545 -1.59432
H 3.80898 0.10206 0.99746
H -3.18594 -1.22965 0.45907
H -0.62740 1.85770 0.61412
H -0.51379 0.44190 -1.55190
H 0.98575 2.03630 1.31428
H -1.99452 -0.14026 1.16048
H -1.69642 -1.74643 -1.42200
H -2.76017 0.26195 -0.37903
H -0.87746 -2.09928 0.09688

***

Arrangement C

20
Properties=species:S:1:pos:R:3 method="wB97M-V/def2-TZVPD" smiles=C1CCOCOCC1
O 2.14618 0.22319 -0.43221
O 0.65943 -1.55635 -0.56407
C 1.69658 -1.11812 0.16474
C 1.40959 1.52869 -0.08086
C 0.04067 1.07763 -0.50692
C -1.62933 -0.32476 -0.43146
C -0.65298 -1.24260 0.09864
C -1.43498 0.99159 0.13225
H -1.62188 1.06928 1.29369
H -2.18323 1.82597 -0.09541
H 0.21844 0.14960 0.17454
H 1.85146 2.40478 -0.51141
H -0.35744 -0.99915 1.19497
H 2.74011 -1.68278 0.43863
H 0.09818 0.79080 -1.61163
H -1.71330 -0.80760 -1.54345
H -2.66216 -0.76415 -0.23111
H -1.22076 -2.21447 0.06434
H 1.40943 1.57419 1.16750
H 1.20599 -0.92576 1.27923

***

Bottom line: arrangement B, by a margin of 95.9 kJ/mol.

***

Arrangement A

12
Properties=species:S:1:pos:R:3 method="wB97M-V/def2-TZVPD" smiles="NCNC(O)=S"
S 3.06133 -0.41621 0.26407
O 1.36901 1.46734 -0.30095
N -1.37211 0.69359 0.04648
N 0.42851 -0.70705 -0.52134
C 1.67198 0.24758 -0.15326
C -0.70486 -0.57460 0.30708
H -1.39746 -1.34608 -0.12161
H -2.05079 0.93886 0.85624
H 0.32496 1.54371 -0.46430
H -1.64736 0.45362 -0.91475
H -0.46695 -0.69407 1.35851
H 0.78375 -1.60670 -0.35617

***

Arrangement B

12
Properties=species:S:1:pos:R:3 method="wB97M-V/def2-TZVPD" smiles="C/C(=N/O)NS"
S 1.77389 -0.42981 -0.27440
O -0.23845 1.81738 0.20182
N 0.35562 -0.42600 0.65532
N -1.25120 1.01424 -0.37609
C -0.81108 -0.16892 0.04092
C -1.85750 -1.33499 -0.09816
H -1.68643 -2.05924 -1.07952
H 0.45975 -1.10010 1.62982
H -2.89570 -0.79953 -0.29604
H -0.62633 2.73362 -0.03223
H 2.67305 0.64596 0.18843
H -2.11842 -2.17709 0.75426

***

Bottom line: arrangement A, by a margin of 308.1 kJ/mol.